1.
The following is a quantum chemistry calculation of C28H20N5O6W as an isolated structure, from OMol25.

Calculated values
Multiplicity: 3
E_HOMO (alpha / beta) (eV): -10.3 / -10.3
Net charge: +1
LUMO level (alpha / beta) (Ha): -0.1385 / -0.1486
HOMO-LUMO gap (alpha / beta) (eV): 6.5 / 6.3

Last column: natural (NBO) charge in e.
Element x y z (Å)
W1 -0.28 -0.14 -0.18  1.8313
O1 3.44 -3.48 3.45  -0.6155
C1 2.60 -2.75 2.71  0.3859
C2 2.07 -1.53 3.16  -0.2724
C3 1.23 -0.85 2.30  0.1335
N1 0.96 -1.32 1.09  -0.4956
C4 1.36 -2.52 0.70  0.1188
C5 2.21 -3.28 1.48  -0.2403
C6 0.63 -2.94 -0.55  0.7559
O2 0.85 -3.95 -1.15  -0.5212
O3 -0.32 -2.04 -0.85  -0.7408
C7 0.38 0.35 2.63  0.7650
O4 0.50 1.02 3.61  -0.5100
O5 -0.56 0.52 1.68  -0.7594
H1 3.64 -3.05 4.29  0.4997
H2 2.27 -1.13 4.14  0.2576
H3 2.52 -4.26 1.16  0.2719
C8 -5.77 4.84 -11.86  -0.2580
O6 -6.01 5.32 -10.54  -0.4757
C9 -5.37 4.71 -9.53  0.3262
C10 -4.48 3.65 -9.67  -0.2631
C11 -3.88 3.10 -8.55  -0.1368
C12 -4.14 3.60 -7.28  -0.1679
C13 -5.02 4.68 -7.15  -0.1568
C14 -5.63 5.23 -8.25  -0.2515
C15 -3.48 2.99 -6.13  0.4193
N2 -2.46 2.17 -6.18  -0.4575
C16 -2.19 1.84 -4.88  0.1121
C17 -3.07 2.47 -4.02  0.1455
N3 -3.89 3.21 -4.84  -0.5257
C18 -3.02 2.33 -2.61  -0.0966
C19 -3.86 2.94 -1.67  -0.1054
C20 -3.67 2.70 -0.33  -0.2325
C21 -2.65 1.84 0.08  0.0809
N4 -1.85 1.24 -0.79  -0.5173
C22 -2.01 1.48 -2.12  0.2480
C23 -1.10 0.80 -3.00  0.1476
N5 -0.18 0.01 -2.41  -0.4558
C24 0.71 -0.61 -3.17  0.1009
C25 0.72 -0.47 -4.56  -0.2286
C26 -0.22 0.32 -5.18  -0.0936
C27 -1.16 0.98 -4.39  -0.0521
H4 -6.38 5.46 -12.52  0.2116
H5 -6.08 3.80 -11.96  0.1825
H6 -4.72 4.95 -12.13  0.1827
H7 -4.27 3.23 -10.65  0.2234
H8 -3.20 2.27 -8.66  0.2346
H9 -5.22 5.12 -6.18  0.1983
H10 -6.30 6.07 -8.16  0.2361
H11 -4.69 3.76 -4.57  0.4263
H12 -4.65 3.61 -1.99  0.2272
H13 -4.30 3.16 0.42  0.2481
H14 -2.46 1.64 1.13  0.2492
H15 1.42 -1.25 -2.68  0.2207
H16 1.47 -1.01 -5.13  0.2459
H17 -0.24 0.44 -6.25  0.2523
C28 1.33 1.27 -0.38  -0.9820
H18 1.19 2.06 0.36  0.2328
H19 1.38 1.74 -1.36  0.2192
H20 2.29 0.80 -0.18  0.2211

2.
The following is a quantum chemistry calculation of C28H20OP2RhS6 as an isolated structure, from OMol25.

Calculated values
E_HOMO (eV): -3.5
Net charge: -1
LUMO level (Ha): 0.0857
HOMO-LUMO gap (eV): 5.9

Last column: natural (NBO) charge in e.
Element x y z (Å)
Rh1 -0.05 -2.71 0.03  0.4119
S1 -2.45 -2.46 -0.35  -0.4413
P1 -1.71 -0.56 -0.51  1.4505
C1 -0.06 -0.79 -0.60  -1.4709
P2 1.59 -0.59 -0.52  1.4673
S2 2.33 -2.48 -0.42  -0.4402
C2 2.28 0.36 -1.91  -0.4079
C3 3.08 -0.24 -2.87  -0.1785
C4 3.54 0.50 -3.95  -0.2170
C5 3.20 1.84 -4.07  -0.2141
C6 2.39 2.44 -3.12  -0.2245
C7 1.93 1.71 -2.04  -0.1381
C8 2.14 0.35 0.94  -0.4119
C9 3.47 0.74 1.05  -0.1293
C10 3.90 1.42 2.18  -0.2420
C11 3.00 1.71 3.20  -0.1981
C12 1.68 1.31 3.09  -0.2044
C13 1.25 0.63 1.96  -0.1799
C14 -2.20 0.44 0.93  -0.3164
C15 -2.57 -0.17 2.13  -0.2122
C16 -2.78 0.62 3.26  -0.2046
C17 -2.63 1.99 3.20  -0.2144
C18 -2.26 2.60 2.00  -0.2251
C19 -2.05 1.82 0.87  -0.2144
C20 -2.40 0.36 -1.91  -0.4122
C21 -3.73 0.78 -1.92  -0.1191
C22 -4.24 1.46 -3.01  -0.2387
C23 -3.42 1.72 -4.11  -0.2093
C24 -2.10 1.30 -4.11  -0.2052
C25 -1.59 0.62 -3.01  -0.1846
H1 3.33 -1.29 -2.76  0.2419
H2 4.17 0.03 -4.70  0.2103
H3 3.56 2.41 -4.92  0.2068
H4 2.11 3.49 -3.22  0.2077
H5 1.30 2.17 -1.28  0.2127
H6 4.17 0.51 0.26  0.2097
H7 4.93 1.73 2.27  0.2061
H8 3.34 2.24 4.08  0.2036
H9 0.97 1.52 3.89  0.2124
H10 0.22 0.30 1.87  0.2395
H11 -2.66 -1.24 2.17  0.2608
H12 -3.05 0.14 4.20  0.2142
H13 -2.79 2.60 4.08  0.2068
H14 -2.14 3.67 1.95  0.2083
H15 -1.75 2.29 -0.06  0.2161
H16 -4.36 0.58 -1.06  0.2135
H17 -5.27 1.78 -3.02  0.2085
H18 -3.82 2.25 -4.96  0.2064
H19 -1.46 1.51 -4.96  0.2102
H20 -0.56 0.28 -2.99  0.2402
O1 0.12 -7.45 5.01  -0.6003
C26 0.07 -6.64 4.12  0.1900
S3 0.00 -7.04 2.40  0.3188
C27 -0.02 -5.40 1.78  -0.3924
C28 0.02 -4.42 2.70  -0.4403
S4 0.01 -2.72 2.28  0.0045
S5 0.08 -4.89 4.39  0.2992
S6 -0.08 -5.12 0.06  -0.1903

3.
The following is a quantum chemistry calculation of C28H20PS2Ta as an isolated structure, from OMol25.

Calculated values
E_HOMO (eV): -14.3
Net charge: +2
LUMO level (Ha): -0.2856
HOMO-LUMO gap (eV): 6.6

Last column: Löwdin charge in e.
Element x y z (Å)
Ta1 -1.35 -0.04 -0.01  1.2126
C1 4.34 -2.01 -2.55  -0.0313
C2 4.37 -1.98 -1.16  -0.0451
C3 3.42 -1.25 -0.46  -0.0764
C4 2.43 -0.56 -1.18  -0.3706
C5 2.41 -0.59 -2.57  -0.0857
C6 3.37 -1.32 -3.25  -0.0434
P1 1.21 0.41 -0.31  1.0528
C7 0.70 -0.39 1.23  -0.4127
C8 0.18 -1.70 1.06  -0.1761
C9 -0.79 -2.21 1.94  -0.0491
C10 -1.27 -1.43 2.98  -0.0242
C11 -0.77 -0.14 3.16  -0.0059
C12 0.17 0.39 2.28  -0.0816
C13 1.44 2.14 -0.09  -0.3241
C14 2.65 2.80 -0.06  -0.0284
C15 2.68 4.19 0.09  -0.0296
C16 1.50 4.87 0.20  0.0240
C17 0.25 4.21 0.17  -0.1460
C18 -0.96 4.95 0.27  0.0228
C19 -2.16 4.31 0.22  -0.0355
C20 -2.21 2.91 0.07  -0.1171
C21 -1.07 2.10 -0.04  -0.2765
C22 0.20 2.81 0.00  -0.2099
H1 5.09 -2.58 -3.08  0.1235
H2 5.13 -2.52 -0.62  0.1213
H3 3.44 -1.22 0.62  0.1148
H4 1.65 -0.04 -3.12  0.1099
H5 3.36 -1.34 -4.33  0.1220
H6 0.55 -2.32 0.25  0.1268
H7 -1.16 -3.21 1.79  0.1328
H8 -2.03 -1.82 3.65  0.1377
H9 -1.15 0.48 3.96  0.1399
H10 0.48 1.42 2.37  0.1317
H11 3.58 2.24 -0.17  0.1233
H12 3.62 4.71 0.11  0.1243
H13 1.51 5.95 0.32  0.1332
H14 -0.91 6.02 0.39  0.1346
H15 -3.09 4.86 0.29  0.1244
H16 -3.19 2.47 0.03  0.0324
S1 -3.70 0.05 0.17  0.7247
C23 -3.32 -1.67 -0.14  -0.7064
C24 -4.01 -2.61 0.66  -0.1046
C25 -3.87 -3.95 0.42  -0.0393
C26 -3.00 -4.41 -0.58  -0.0331
C27 -2.27 -3.53 -1.32  -0.0933
C28 -2.43 -2.14 -1.14  -0.6659
S2 -1.37 -1.06 -2.07  0.7497
H17 -4.68 -2.25 1.42  0.1172
H18 -4.45 -4.66 1.00  0.1279
H19 -2.91 -5.48 -0.76  0.1285
H20 -1.58 -3.88 -2.08  0.1192

4.
The following is a quantum chemistry calculation of C28H21BrCoN3O5S2 as an isolated structure, from OMol25.

Calculated values
Multiplicity: 4
E_HOMO (alpha / beta) (eV): -2.7 / -4.9
Net charge: -1
LUMO level (alpha / beta) (Ha): 0.0801 / 0.0801
HOMO-LUMO gap (alpha / beta) (eV): 4.9 / 7.1

Last column: natural (NBO) charge in e.
Element x y z (Å)
Co1 -0.23 -0.39 -0.24  1.5160
Br1 5.57 1.48 3.91  -0.0106
C1 4.31 0.93 2.58  -0.1230
C2 4.71 0.87 1.25  -0.2793
C3 3.77 0.50 0.30  -0.3094
C4 2.44 0.20 0.63  0.4304
O1 1.62 -0.09 -0.35  -0.7447
C5 2.06 0.25 2.00  -0.1851
C6 0.73 -0.03 2.46  0.0011
N1 -0.34 -0.14 1.67  -0.5149
C7 -1.61 -0.22 2.16  0.1251
C8 -2.00 -0.21 3.50  -0.3063
C9 -3.36 -0.28 3.84  -0.1741
C10 -4.36 -0.36 2.90  -0.2850
C11 -4.00 -0.35 1.52  -0.0984
C12 -4.92 -0.41 0.46  -0.1289
C13 -4.48 -0.40 -0.84  -0.2710
C14 -3.11 -0.33 -1.10  0.1068
N2 -2.23 -0.26 -0.12  -0.4969
C15 -2.64 -0.28 1.17  0.2335
C16 3.03 0.61 2.96  -0.2248
H1 5.72 1.11 0.97  0.2173
H2 4.04 0.42 -0.75  0.2245
H3 0.59 -0.09 3.53  0.1721
H4 -1.26 -0.14 4.29  0.2069
H5 -3.63 -0.29 4.89  0.2019
H6 -5.40 -0.43 3.19  0.2017
H7 -5.98 -0.46 0.68  0.2048
H8 -5.17 -0.46 -1.67  0.2173
H9 -2.69 -0.35 -2.10  0.2443
H10 2.75 0.65 4.00  0.2127
N3 -0.33 1.85 -0.32  -1.1669
S1 0.70 2.88 -0.89  1.1646
C17 -0.15 4.18 -1.78  -0.1590
C18 0.47 5.39 -2.08  -0.2405
C19 -0.21 6.34 -2.82  -0.2074
C20 -1.50 6.09 -3.26  -0.2172
C21 -2.11 4.88 -2.97  -0.1907
C22 -1.44 3.91 -2.23  -0.2458
C23 1.35 3.82 0.49  -0.2857
C24 0.57 4.73 1.19  -0.1622
C25 1.07 5.27 2.36  -0.2318
C26 2.32 4.89 2.83  -0.2009
C27 3.08 3.96 2.13  -0.1910
C28 2.59 3.42 0.95  -0.1959
H11 -1.05 2.27 0.27  0.3634
H12 1.48 5.58 -1.72  0.2270
H13 0.27 7.28 -3.05  0.2128
H14 -2.03 6.83 -3.84  0.2109
H15 -3.12 4.68 -3.32  0.2141
H16 -1.89 2.96 -1.99  0.2495
H17 -0.41 5.02 0.82  0.2122
H18 0.47 5.99 2.92  0.2100
H19 2.69 5.30 3.76  0.2114
H20 4.04 3.64 2.51  0.2305
H21 3.15 2.67 0.42  0.2565
O2 -0.29 -0.97 -2.06  -0.9855
S2 -0.53 -2.48 -1.73  2.5487
O3 0.47 -3.30 -2.36  -0.9776
O4 -0.35 -2.39 -0.22  -1.0011
O5 -1.90 -2.83 -2.07  -1.0165

Taking the records one at a time from the top gives F_max values of 0.5; 0.7; 0.8; 0.8 eV Å⁻¹.
Taking the records one at a time from the top gives energy relative to the best compared isomer or geometry (same formula, charge and spin) values of 0.0; 2.2; 5.5; 39.8 kcal/mol.